{"formula": "C5H8O2", "method": "ωB97M-V with the def2-TZVPD basis set", "elements": ["O", "C", "C", "C", "C", "C", "O", "H", "H", "H", "H", "H", "H", "H", "H"], "positions_angstrom": [[2.703, -1.166, 0.632], [1.647, -0.629, 0.409], [1.358, 0.671, -0.224], [0.142, 0.676, -1.174], [-1.206, 0.911, -0.486], [-1.779, -0.327, 0.204], [-2.800, -0.297, 0.828], [0.725, -1.161, 0.718], [1.345, 1.474, 0.513], [2.245, 0.934, -0.828], [0.395, 1.506, -1.835], [0.113, -0.238, -1.773], [-1.237, 1.745, 0.232], [-1.933, 1.282, -1.218], [-1.258, -1.228, -0.183]], "atomic_forces_ev_per_a": [[-0.01, 0.64, -0.38], [-0.48, -1.11, 0.99], [1.38, 0.49, -1.35], [0.29, 0.76, 0.89], [-0.02, 0.48, 0.31], [-0.33, 1.05, -1.97], [0.28, -0.50, 0.54], [-0.07, -0.20, 0.09], [-0.46, -0.06, 0.29], [-0.16, -0.18, 0.19], [-0.54, -0.11, -0.28], [0.03, 0.03, 0.01], [0.53, -0.22, 0.01], [-0.16, -0.55, -0.10], [-0.28, -0.52, 0.75]], "nbo_charge": [-0.504, 0.447, -0.530, -0.401, -0.537, 0.446, -0.497, 0.083, 0.244, 0.232, 0.228, 0.211, 0.234, 0.248, 0.096], "relative_energy_ev": 1.360, "energy_ha": -345.754961, "smiles": "O=CCCCC=O", "homo_lumo_gap_ev": 10.70, "e_lumo_ev": 0.704}